{
  "formula": "C19H23FN2O2",
  "method": "ωB97M-V with the def2-TZVPD basis set",
  "species": ["O", "C", "N", "H", "C", "H", "H", "C", "C", "C", "C", "C", "O", "H", "H", "H", "N", "C", "C", "C", "C", "C", "H", "H", "H", "H", "H", "H", "H", "H", "H", "H", "H", "C", "C", "C", "C", "C", "C", "C", "H", "H", "H", "H", "F", "H", "H"],
  "xyz": [[1.529925, 3.277232, 1.142568], [1.615918, 2.071126, 1.062780], [0.709895, 1.289522, 0.450381], [0.761458, 0.280962, 0.505891], [-0.549284, 1.773346, -0.055278], [-0.565537, 1.707824, -1.147849], [-0.655666, 2.821426, 0.231757], [-1.686275, 0.926734, 0.546891], [-3.011144, 1.272643, -0.062637], [-4.264641, 1.271759, 0.478421], [-5.152611, 1.610585, -0.571726], [-4.374554, 1.787532, -1.671589], [-3.079874, 1.581945, -1.376029], [-4.609506, 2.051787, -2.683382], [-6.216948, 1.707560, -0.509966], [-4.521682, 1.064194, 1.497182], [-1.330913, -0.488030, 0.430704], [-1.506728, -1.053953, -0.896180], [-0.769542, -2.387853, -0.976635], [-1.329161, -3.348653, 0.066329], [-1.234933, -2.694629, 1.440125], [-1.945465, -1.342862, 1.428020], [-1.844020, -0.866235, 2.406613], [-3.021668, -1.492135, 1.229242], [-0.184710, -2.537440, 1.691188], [-1.681429, -3.334166, 2.203150], [-0.774075, -4.288033, 0.055497], [-2.374532, -3.570154, -0.163379], [0.290586, -2.221732, -0.781230], [-0.875873, -2.803640, -1.979926], [-1.102516, -0.361119, -1.635415], [-2.574442, -1.216505, -1.127378], [-1.741374, 1.144709, 1.619810], [2.815328, 1.285071, 1.609831], [3.640569, 0.789981, 0.461103], [3.447773, -0.473186, -0.084622], [4.174466, -0.943633, -1.160157], [5.131520, -0.121808, -1.728985], [5.343154, 1.146661, -1.214946], [4.605823, 1.594461, -0.133627], [4.769394, 2.585170, 0.262337], [6.087473, 1.790167, -1.658491], [5.707914, -0.473253, -2.570712], [3.984892, -1.936643, -1.536613], [2.507694, -1.290067, 0.461579], [2.454447, 0.451516, 2.213753], [3.400878, 1.961801, 2.231604]],
  "forces_ev_per_angstrom": [[0.02, 0.47, 0.09], [0.36, -0.38, 0.20], [-0.38, -0.27, -0.15], [0.15, 0.05, 0.14], [-0.14, 0.09, 0.04], [-0.06, 0.10, 0.09], [-0.03, -0.10, -0.10], [0.16, 0.15, -0.38], [-0.40, -0.15, 0.99], [0.64, 0.01, -0.15], [0.16, 0.08, -0.54], [-0.86, 0.02, 0.17], [0.47, 0.02, -0.16], [0.07, 0.04, -0.16], [-0.22, 0.05, -0.08], [0.04, -0.05, 0.24], [-0.06, 0.01, 0.10], [0.27, -0.14, -0.20], [-0.31, -0.03, -0.07], [0.26, 0.07, 0.06], [-0.33, -0.02, -0.04], [0.18, -0.17, 0.24], [-0.05, 0.02, -0.03], [0.01, 0.03, 0.03], [0.05, 0.01, 0.09], [0.03, -0.02, 0.06], [-0.06, -0.06, -0.02], [-0.04, -0.06, -0.02], [0.09, 0.03, -0.06], [0.04, 0.00, -0.04], [-0.07, 0.01, -0.03], [0.03, 0.09, -0.01], [-0.02, 0.00, -0.16], [-0.21, 0.24, 0.00], [0.06, -0.33, -0.04], [0.22, 0.17, -0.06], [-0.15, -0.07, 0.11], [-0.02, 0.03, 0.03], [0.09, 0.07, -0.08], [-0.04, -0.13, -0.01], [0.01, 0.12, 0.06], [0.06, 0.06, -0.04], [0.05, -0.04, -0.07], [-0.04, -0.10, -0.02], [0.02, 0.09, -0.01], [0.05, 0.03, 0.03], [-0.09, -0.04, -0.02]],
  "smiles": "O=C(Cc1ccccc1F)NC[C@@H](c1ccco1)N1CCCCC1",
  "e_tot_ha": -1097.67634,
  "multiplicity": 1,
  "max_force_ev_per_a": 1.082,
  "molar_mass_g_mol": 330.40,
  "homo_ev": -8.5,
  "charge": 0,
  "e_lumo_ev": 0.852,
  "gap_ev": 9.400
}

=====

{
  "formula": "C19H23FN2O4S2",
  "method": "ωB97M-V with the def2-TZVPD basis set",
  "species": ["C", "H", "O", "C", "C", "C", "C", "C", "C", "H", "H", "C", "N", "C", "O", "C", "N", "S", "O", "O", "C", "C", "C", "C", "C", "C", "H", "H", "H", "H", "F", "H", "C", "C", "H", "H", "S", "C", "H", "H", "H", "H", "H", "H", "H", "H", "H", "H", "H", "H", "H"],
  "xyz": [[3.996261, 2.411771, -2.202148], [4.755041, 1.867782, -1.631425], [3.285281, 1.553979, -3.062416], [2.613700, 0.499511, -2.519396], [2.473601, 0.261873, -1.156668], [1.762446, -0.840899, -0.720696], [1.180256, -1.723921, -1.618710], [1.314687, -1.475198, -2.978279], [2.025506, -0.381510, -3.426270], [2.146510, -0.187858, -4.480269], [0.870227, -2.150686, -3.694386], [0.408097, -2.909014, -1.098108], [-0.702350, -2.478085, -0.273069], [-0.631104, -2.444644, 1.066798], [0.272725, -2.925334, 1.717891], [-1.841533, -1.720511, 1.690180], [-1.766739, -0.316781, 1.288194], [-2.611230, 0.225004, -0.031126], [-2.990347, -0.908498, -0.831099], [-3.628391, 1.145425, 0.377313], [-1.381834, 1.153016, -0.945000], [-0.662752, 2.151331, -0.317690], [0.203532, 2.967077, -1.023216], [0.338704, 2.770635, -2.387893], [-0.365188, 1.762075, -3.026272], [-1.227376, 0.954626, -2.303530], [-1.800261, 0.171341, -2.773263], [-0.247769, 1.611371, -4.087084], [0.999690, 3.406167, -2.956448], [0.741885, 3.745111, -0.504763], [-0.807286, 2.330553, 1.008739], [-1.875745, 0.329909, 2.054759], [-1.883078, -1.848274, 3.212846], [-0.649461, -1.256793, 3.892912], [0.118219, -2.014059, 4.030410], [-0.225261, -0.436507, 3.314171], [-1.022484, -0.601720, 5.550868], [-1.803911, 0.970869, 5.080833], [-2.032168, 1.492718, 6.003873], [-2.723176, 0.788319, 4.529836], [-1.109472, 1.557992, 4.485237], [-1.969755, -2.904161, 3.470651], [-2.785317, -1.343702, 3.568996], [-2.752925, -2.160147, 1.263155], [-1.488521, -2.025547, -0.726129], [0.027536, -3.515555, -1.923127], [1.050256, -3.524708, -0.460386], [1.668168, -1.027394, 0.338496], [2.918808, 0.920242, -0.427845], [4.486000, 3.138015, -2.849113], [3.328298, 2.934793, -1.510332]],
  "forces_ev_per_angstrom": [[0.11, 0.10, 0.10], [-0.04, 0.01, 0.00], [-0.18, -0.15, -0.18], [-0.07, -0.30, -0.10], [0.19, 0.24, -0.07], [-0.05, -0.12, -0.14], [-0.02, -0.10, -0.03], [0.11, -0.02, 0.15], [0.26, 0.21, 0.03], [0.00, 0.04, -0.15], [-0.07, -0.09, -0.09], [0.14, -0.01, 0.13], [-0.02, -0.18, -0.41], [-0.66, 0.03, -0.04], [0.36, -0.11, 0.33], [-0.06, -0.74, -0.08], [-0.44, 0.42, -0.43], [0.28, 0.62, 0.13], [0.08, -0.12, -0.04], [0.20, 0.03, 0.14], [-0.45, -0.24, 0.47], [0.24, 0.22, -0.08], [-0.20, -0.10, 0.19], [-0.13, -0.01, 0.02], [-0.09, 0.05, 0.03], [-0.01, -0.04, -0.09], [-0.03, -0.09, -0.13], [0.01, -0.04, -0.10], [0.09, 0.05, -0.04], [0.04, 0.06, 0.08], [0.02, 0.08, -0.04], [-0.02, 0.23, 0.07], [0.13, 0.13, -0.35], [-0.21, 0.16, 0.58], [0.01, 0.11, -0.11], [0.17, -0.04, -0.04], [0.07, 0.12, -0.09], [0.23, -0.57, 0.02], [-0.06, 0.11, 0.02], [-0.13, 0.11, -0.04], [0.01, 0.14, -0.03], [-0.06, 0.05, -0.01], [-0.01, -0.06, -0.04], [0.17, -0.04, 0.15], [0.13, -0.17, 0.08], [0.08, 0.00, 0.06], [-0.13, -0.01, -0.17], [-0.01, -0.01, 0.17], [0.05, 0.10, 0.05], [-0.02, -0.02, 0.09], [0.02, -0.02, 0.01]],
  "smiles": "COc1ccc(CNC(=O)[C@@H](CCSC)NS(=O)(=O)c2ccccc2F)cc1",
  "e_tot_ha": -2044.52641,
  "multiplicity": 1,
  "max_force_ev_per_a": 0.748,
  "molar_mass_g_mol": 426.53,
  "homo_ev": -8.5,
  "charge": 0,
  "e_lumo_ev": 0.496,
  "gap_ev": 9.030
}

=====

multiplicity of number 1 (C19H23FN2O2)?
1